No. 1
74
Properties=species:S:1:pos:R:3:forces:R:3:mulliken_charge:R:1 method="wB97M-V/def2-TZVPD" charge=-1 spin_multiplicity=2 e_tot_ev=-52654.3546 s2=0.7520 max_force_ev_per_a=12.64
Ce 0.252698 -0.072977 0.773223 0.8 1.1 1.7 -0.035
N 2.151055 0.447315 4.756835 -1.1 -2.3 3.1 -0.573
N 2.609143 0.321237 -0.826433 -2.4 4.2 3.7 -0.443
C -2.268907 0.737347 0.249104 0.2 -0.3 0.6 0.705
C -1.626703 1.786756 0.993186 0.0 -1.1 -0.2 0.207
C -1.513781 1.346353 2.352671 -0.4 1.4 1.7 0.469
C -0.986193 2.098261 3.498939 -5.6 0.6 -1.5 -1.628
H -0.717571 3.125623 3.245209 0.0 -0.2 0.3 0.390
H 0.181701 1.647978 3.807363 -0.8 0.5 0.9 0.480
H -1.567118 2.004780 4.409522 -0.3 0.0 0.2 0.289
C -2.000678 0.010612 2.431508 0.2 0.0 -0.6 1.158
C -2.156548 -0.751541 3.706179 0.0 -0.1 0.3 -1.771
H -3.060238 -0.426476 4.251596 0.1 0.0 0.0 0.306
H -1.310345 -0.604577 4.392426 -0.1 0.1 -0.2 0.249
H -2.256865 -1.830552 3.537032 0.0 0.1 0.0 0.423
C -2.507568 -0.351198 1.149029 0.5 0.6 -0.3 0.688
C -3.250874 -1.612310 0.864044 -0.2 -0.4 -0.2 -1.782
H -2.661756 -2.490619 1.168818 -0.2 0.0 0.0 0.223
H -3.483048 -1.722537 -0.203701 0.1 0.0 0.2 0.404
H -4.211842 -1.668002 1.409108 0.3 0.1 -0.1 0.325
C -1.158566 3.097854 0.454855 0.0 0.3 -0.1 -1.203
H -1.927686 3.883020 0.543305 0.1 -0.1 0.0 0.420
H -0.903871 3.029518 -0.612110 0.0 0.0 0.1 -0.101
H -0.265041 3.456742 0.983213 -0.2 -0.1 -0.1 0.334
C -2.610553 0.770877 -1.205914 -0.1 0.0 -0.5 -1.170
H -2.582441 -0.236664 -1.643377 0.0 0.2 0.0 0.222
H -1.893742 1.380293 -1.772610 -0.1 -0.1 0.0 0.027
H -3.610951 1.186145 -1.422094 0.2 -0.1 0.2 0.359
C 2.455136 -0.699582 5.289891 1.0 -0.5 0.5 -0.325
H 2.023603 -0.899573 6.250757 0.3 0.0 1.0 0.356
C 3.343089 -1.604314 4.716687 -0.4 -0.6 0.1 -0.568
H 3.752384 -2.422508 5.299199 0.0 -0.1 -0.2 0.406
C 3.732504 -1.318022 3.408463 -0.5 1.1 -1.6 -0.420
H 4.466311 -1.935051 2.916829 0.4 -0.1 -0.1 0.389
C 3.138994 -0.281459 2.660924 -1.6 0.1 0.6 -0.238
H 3.368268 -0.058412 1.574685 -0.1 -0.4 1.4 0.145
C 2.049190 0.501652 3.424923 0.8 3.7 -0.9 0.554
C 1.168094 1.696257 3.321325 9.8 -4.0 -6.9 -0.594
H 1.682334 2.051847 2.285976 -2.2 0.7 0.9 0.143
C 1.411677 0.362483 -1.433383 2.0 -2.1 -2.1 -0.624
C 3.138491 1.657357 -1.157885 1.5 -1.6 -1.4 -1.224
H 3.793640 2.335368 -0.518875 -0.5 -1.7 -1.1 0.316
C 2.732778 1.867438 -2.448556 0.3 -0.1 -0.5 0.117
H 3.276786 2.378973 -3.267314 -0.7 -0.1 1.0 0.539
N 1.620377 0.986770 -2.672508 1.5 0.4 2.6 0.613
C 0.700128 0.774736 -3.674754 -0.7 0.1 1.4 0.430
C 0.219829 1.951747 -4.233094 -0.4 -1.3 -0.8 0.989
C -0.799390 1.786828 -5.158665 0.4 0.1 0.1 -1.040
H -1.149576 2.683787 -5.646787 -0.4 0.0 -0.3 0.347
C -1.332056 0.526616 -5.417509 -0.4 -0.2 -0.1 0.990
C -2.349280 0.378772 -6.508451 -0.6 0.0 -0.4 -1.505
H -3.106104 -0.379835 -6.238107 0.3 0.3 -0.2 0.353
H -1.898066 0.066550 -7.473854 -0.1 0.1 0.5 0.279
H -2.859345 1.343788 -6.682160 0.1 -0.5 0.0 0.341
C -0.968366 -0.589288 -4.650825 0.3 0.6 -0.1 -0.917
H -1.459586 -1.545604 -4.786932 -0.1 0.0 -0.1 0.395
C 0.045135 -0.492002 -3.708907 0.5 1.1 -0.7 0.794
C 0.402250 -1.678454 -2.855565 -0.1 -0.9 -0.4 -1.637
H 1.438761 -1.709213 -2.515694 -0.2 0.2 0.0 0.402
H 0.248171 -2.579807 -3.459505 -0.1 -0.1 -0.1 0.581
H -0.261059 -1.805552 -1.985452 0.3 0.3 -0.2 0.125
C 0.740521 3.262232 -3.762166 -0.1 0.8 -0.6 -1.331
H 1.830769 3.332050 -3.774071 -0.7 0.2 -0.2 0.271
H 0.411817 3.517729 -2.745123 0.1 -0.2 -0.2 0.104
H 0.351024 4.008949 -4.445571 -0.1 0.4 0.0 0.448
C 0.830216 -3.814209 3.160273 -0.1 0.1 0.3 -1.317
C 0.799781 -3.530728 1.679689 -0.5 2.4 0.1 0.536
N 1.006653 -4.600043 0.926705 -0.1 0.5 -1.6 -0.329
O 0.590629 -2.372743 1.183940 0.3 -3.3 0.9 -0.261
H 1.836290 -4.170172 3.440591 -0.3 0.4 -0.1 0.433
H 0.126893 -4.635225 3.393713 0.2 0.4 -0.1 0.432
H 0.575619 -2.916024 3.742551 0.2 -0.4 -0.3 0.068
H 1.013044 -4.521756 -0.088687 0.0 0.0 0.5 0.268
H 1.199930 -5.475609 1.342355 0.1 -0.7 0.3 0.194

=====

No. 2
80
Properties=species:S:1:pos:R:3:forces:R:3:mulliken_charge:R:1 method="wB97M-V/def2-TZVPD" charge=+2 e_tot_ev=-92936.8678 max_force_ev_per_a=0.69
Pb 0.434559 0.340840 0.024742 0.2 0.4 0.5 0.871
N -2.280314 0.868044 3.846694 0.0 0.0 0.0 -0.586
C -1.820848 0.847978 5.256236 0.0 0.0 0.0 0.082
C -1.602620 -0.604133 5.690118 0.0 0.0 0.0 -1.176
C -0.404721 -1.242534 4.991347 0.0 0.0 0.0 0.048
N -0.732990 -1.367394 3.527448 0.0 0.0 0.0 0.315
C 0.865425 -0.430717 5.199818 0.1 0.0 0.0 -1.302
C 0.742336 1.057327 4.869226 0.1 0.0 0.0 0.049
N 0.829620 1.230734 3.406716 -0.2 -0.1 0.0 -0.364
C -0.541913 1.664563 5.438061 0.0 0.0 0.0 -1.483
H -3.266435 0.628485 3.803823 0.0 0.0 0.0 0.275
H -1.216680 -0.473473 3.251364 0.0 0.0 0.0 0.193
H -2.196493 1.802981 3.464019 0.0 0.0 0.0 0.197
H -2.579463 1.284998 5.911059 0.0 0.0 0.0 0.350
H -2.507941 -1.193465 5.516673 0.0 0.0 0.0 0.426
H -1.418975 -0.633785 6.765403 0.0 0.0 0.0 0.483
H -0.245037 -2.254518 5.362765 0.0 0.0 0.0 0.333
H -1.386133 -2.135039 3.368924 0.0 0.0 0.0 0.400
H 0.064927 -1.523345 2.895998 0.0 0.0 0.0 0.176
H 1.684925 -0.866456 4.619743 0.0 0.0 0.0 0.448
H 1.143048 -0.545642 6.249610 0.0 0.0 0.0 0.464
H 1.576897 1.562493 5.367242 0.0 0.0 0.0 0.421
H 1.757774 0.953272 3.102677 0.0 0.0 0.0 0.264
H 0.741497 2.212734 3.166093 0.0 0.0 0.0 0.243
H -0.682187 2.670274 5.029952 0.0 0.0 0.0 0.418
H -0.396800 1.800745 6.512160 0.0 0.0 0.0 0.455
Cl 0.322457 -4.743363 1.469414 0.0 0.0 0.0 -0.212
C -1.050596 -3.796621 1.000214 0.0 0.0 0.0 0.748
C -2.302423 -4.430671 0.877467 0.0 0.0 0.0 -0.617
C -3.406664 -3.710352 0.532231 0.0 0.0 0.0 0.699
Cl -4.934122 -4.500851 0.383770 0.0 0.0 0.0 -0.222
C -3.307045 -2.313403 0.292973 0.0 0.0 0.0 -0.092
C -4.397791 -1.494552 -0.070539 0.0 0.0 0.0 -0.908
C -4.205039 -0.158943 -0.285002 0.0 0.0 0.0 -1.062
C -2.915329 0.372214 -0.142425 0.0 0.0 0.0 -0.392
N -1.880193 -0.361576 0.205571 0.0 0.0 0.0 0.018
C -2.042809 -1.699127 0.418367 0.0 0.0 0.0 0.849
C -0.869850 -2.447299 0.769927 0.0 0.0 0.0 -0.269
O 0.281396 -1.828730 0.922370 0.0 -0.1 -0.2 -1.007
H -2.379105 -5.493770 1.058624 0.0 0.0 0.0 0.502
H -5.377001 -1.939491 -0.183131 0.0 0.0 0.0 0.470
H -5.020832 0.487512 -0.574355 0.0 0.0 0.0 0.492
H -2.721745 1.420793 -0.330425 0.0 0.0 0.0 0.467
C -1.404865 1.071586 -5.725166 0.0 0.0 0.0 -1.027
Si -0.200749 2.414092 -5.242072 0.0 0.0 0.0 0.159
C -0.514654 3.942573 -6.266009 0.0 0.0 0.0 -1.095
C 1.575980 1.868147 -5.459617 0.0 0.0 0.0 -0.654
C -0.477156 2.904328 -3.416634 0.0 0.0 0.0 0.129
C -0.840298 4.208437 -3.094810 0.0 0.0 0.0 -0.115
C -1.045976 4.610892 -1.777262 0.0 0.0 0.0 -0.955
C -0.877624 3.673610 -0.786158 0.0 0.1 0.0 -0.519
N -0.545283 2.405888 -1.053044 -0.1 -0.2 -0.3 -0.187
C -0.350252 2.024597 -2.329131 0.0 0.0 0.0 0.572
S 0.050241 0.309105 -2.554456 0.0 -0.1 0.0 -0.586
H -1.360193 0.909670 -6.804586 0.0 0.0 0.0 0.360
H -2.429378 1.358439 -5.479314 0.0 0.0 0.0 0.347
H -1.189550 0.123755 -5.232338 0.0 0.0 0.0 0.303
H -0.358120 3.702852 -7.320035 0.0 0.0 0.0 0.318
H 0.164596 4.760109 -6.016249 0.0 0.0 0.0 0.331
H -1.540413 4.303918 -6.168787 0.0 0.0 0.0 0.327
H 1.765830 1.634320 -6.509589 0.0 0.0 0.0 0.383
H 1.792975 0.978718 -4.867506 0.0 0.0 0.0 -0.078
H 2.266177 2.661303 -5.164807 0.0 0.0 0.0 0.346
H -0.966821 4.935532 -3.887380 0.0 0.0 0.0 0.406
H -1.327205 5.624813 -1.532070 0.0 0.0 0.0 0.425
H -1.013044 3.928183 0.259224 0.0 0.0 0.0 0.451
F 7.919472 -2.709534 -2.565747 0.0 0.0 0.0 -0.223
C 6.656572 -2.565418 -2.281128 0.0 0.0 0.0 0.462
C 6.174013 -3.197856 -1.123618 0.0 0.0 0.0 -0.632
C 4.855124 -3.049541 -0.827750 0.1 0.0 0.0 -0.298
C 4.001529 -2.273462 -1.685576 -0.1 0.0 0.0 0.779
C 2.674126 -2.171976 -1.425785 -0.1 -0.1 0.0 -0.372
C 4.556240 -1.645545 -2.853928 0.1 0.0 0.0 -0.365
C 5.875602 -1.790177 -3.152156 0.0 0.0 0.0 -0.646
H 6.853789 -3.778981 -0.516638 0.0 0.0 0.0 0.482
H 4.427503 -3.521702 0.047572 0.0 0.0 0.0 0.463
H 2.214521 -2.647045 -0.562495 0.0 0.0 0.0 0.127
H 2.021200 -1.617887 -2.095016 0.0 0.0 0.0 0.117
H 3.905079 -1.059822 -3.491423 0.0 0.0 0.0 0.498
H 6.336244 -1.342620 -4.021476 0.0 0.0 0.0 0.498

=====

No. 3
80
Properties=species:S:1:pos:R:3:forces:R:3:mulliken_charge:R:1 method="wB97M-V/def2-TZVPD" charge=+1 spin_multiplicity=4 e_tot_ev=-88224.0520 s2=3.8248 max_force_ev_per_a=0.81
Cr -0.909733 0.839485 0.360052 0.0 0.1 0.2 -0.639
N 0.509661 0.886592 1.923390 0.0 0.1 -0.1 0.031
C 0.203236 1.895917 2.980560 0.0 0.0 0.0 -0.902
C -0.800362 2.915937 2.464948 0.0 0.1 0.0 -0.541
N -1.835070 2.197959 1.687800 -0.1 -0.2 0.1 -0.157
H 0.498619 -0.043507 2.336288 0.0 0.0 0.0 0.036
H 1.442524 1.027629 1.536255 0.0 0.0 0.0 0.384
H 1.116268 2.391795 3.309386 0.0 0.0 0.0 0.575
H -0.224839 1.361532 3.821694 0.0 0.0 0.0 0.347
H -0.328122 3.637773 1.804957 -0.1 0.0 0.1 0.289
H -1.239548 3.463525 3.301232 0.0 -0.1 0.0 0.528
H -2.483947 2.846194 1.250908 0.0 0.0 0.0 0.279
H -2.365119 1.602610 2.325870 0.0 0.0 0.0 0.322
C 2.388813 3.883893 -2.043164 0.1 0.0 0.0 -1.579
C 2.613469 3.253005 -0.666199 0.0 0.0 0.2 0.242
C 1.552497 3.744003 0.312217 0.0 0.0 -0.2 -0.705
C 2.806457 1.735974 -0.633881 0.1 0.0 -0.1 1.435
C 4.106620 1.324254 -0.347980 0.0 0.0 -0.1 -1.424
C 4.468296 -0.008757 -0.332188 0.0 0.0 0.0 -1.467
C 3.511380 -0.957334 -0.621822 0.0 0.0 0.0 -1.011
C 2.182966 -0.616888 -0.885404 0.0 -0.1 0.1 0.427
C 1.272162 -1.819414 -1.137716 0.0 0.0 -0.1 0.600
C 0.323367 -1.727704 -2.329454 0.0 0.0 0.1 -1.781
C 0.579523 -2.267041 0.148532 0.1 0.1 0.1 -1.527
C 1.818250 0.746023 -0.854822 0.1 0.2 0.2 -1.749
N 0.441616 1.162602 -0.971539 -0.3 -0.7 0.0 3.434
C 0.053639 1.657759 -2.220901 -0.1 0.0 -0.2 0.180
C 0.711719 1.389975 -3.425875 -0.1 0.0 0.1 -0.310
C 0.270328 1.938157 -4.617576 0.0 0.0 0.0 -1.013
C -0.834620 2.778167 -4.650888 0.0 0.0 0.0 -0.784
C -1.499378 3.078870 -3.469918 0.0 0.0 0.0 -0.613
C -1.043760 2.510102 -2.304482 0.1 0.1 0.1 -0.722
F -1.667523 2.845365 -1.125543 0.0 -0.1 -0.1 -0.293
H 2.597594 4.952151 -1.971623 0.0 0.0 0.0 0.521
H 1.365328 3.776126 -2.392505 0.0 0.0 0.0 0.218
H 3.054284 3.462868 -2.796572 0.0 0.0 0.0 0.344
H 3.575034 3.644786 -0.326145 -0.1 0.0 0.1 0.821
H 0.580587 3.355828 0.006720 0.0 0.1 0.1 -0.311
H 1.495526 4.833515 0.302099 0.0 0.0 0.0 0.523
H 1.767468 3.431194 1.337275 0.1 0.0 -0.1 0.296
H 4.858732 2.078077 -0.154027 0.0 0.0 0.0 0.468
H 5.487004 -0.299558 -0.114766 0.0 0.0 0.0 0.415
H 3.787207 -2.004141 -0.644327 0.0 0.0 0.0 0.463
H 1.963033 -2.628843 -1.387397 0.0 0.0 0.0 0.733
H -0.489026 -1.024005 -2.172586 -0.1 0.1 0.0 0.085
H -0.113187 -2.710009 -2.516323 0.0 0.0 0.0 0.500
H 0.855550 -1.427431 -3.230271 0.0 0.0 0.0 0.410
H 0.063494 -1.448145 0.652690 -0.1 0.0 -0.1 0.220
H 1.305552 -2.654805 0.865404 0.0 0.0 0.0 0.604
H -0.160534 -3.046973 -0.040092 0.0 0.0 0.0 0.470
H 1.588038 0.757471 -3.412770 0.0 0.0 0.0 0.653
H 0.802657 1.712367 -5.530973 0.0 0.0 0.0 0.477
H -1.168561 3.211387 -5.582665 0.0 0.0 0.0 0.447
H -2.346811 3.749202 -3.439007 0.0 0.0 0.0 0.498
N 0.640274 -6.191304 2.989981 0.1 0.0 -0.1 -0.504
C -0.096295 -5.038557 2.975698 0.0 0.0 0.0 1.047
C 0.416317 -3.858311 3.531568 0.0 0.0 0.0 -0.913
C -0.315041 -2.690311 3.482953 0.0 0.0 0.1 -0.313
C -1.566164 -2.676411 2.879426 0.0 0.0 0.0 -0.409
C -2.098259 -3.843372 2.339822 0.0 0.0 0.0 -0.376
C -1.368524 -5.011754 2.385459 0.0 0.0 0.0 -0.803
S -2.455450 -1.182422 2.728377 0.1 0.0 0.1 1.227
O -3.858346 -1.433437 2.806260 0.0 0.0 0.0 -0.704
O -1.853665 -0.210339 3.616949 0.1 0.0 0.0 -0.739
N -2.084780 -0.593550 1.249009 -0.2 0.0 -0.1 0.038
C -2.779460 -0.920948 0.130918 0.0 -0.1 -0.3 0.326
N -3.524229 -2.003633 -0.054351 0.0 0.0 0.1 -0.305
C -4.115627 -2.103980 -1.237205 0.0 0.0 -0.1 -0.397
C -3.959650 -1.172067 -2.259453 0.0 0.0 0.0 -0.878
C -3.105288 -0.120948 -2.008855 0.0 0.1 -0.1 0.158
N -2.520189 0.009734 -0.819882 0.3 0.2 0.0 0.350
H 1.435738 -6.249284 3.600631 0.0 0.0 0.0 0.212
H 0.176550 -7.061714 2.798879 0.0 0.0 0.0 0.215
H 1.383022 -3.873097 4.018768 0.0 0.0 0.0 0.375
H 0.063058 -1.793864 3.958539 0.0 0.0 0.0 0.576
H -3.079404 -3.820075 1.887161 0.0 0.0 0.0 0.496
H -1.782405 -5.922540 1.971955 0.0 0.0 0.0 0.346
H -4.732334 -2.983399 -1.384803 0.0 0.0 0.0 0.460
H -4.456798 -1.280191 -3.210040 0.0 0.0 0.0 0.464
H -2.871389 0.630258 -2.754679 0.0 0.0 0.0 0.297